Record 1
Entry from the OMol25 dataset: 2 unconnected molecules or ions with the total composition C6H12O (the ωB97M-V functional and the def2-TZVPD basis).

The geometry in ORCA input format:
```
! RIJCOSX wB97M-V def2-TZVPD def2/J DEFGRID3
* xyz 0 1
C -1.1638 1.9350 -0.9922
C -0.3640 0.7220 -1.5709
C 0.2076 -0.2359 -0.5518
C 1.5262 -0.2808 -0.4039
C -1.3381 -2.1475 0.1833
C -0.7559 -0.9687 0.2652
H -2.2256 1.8652 -1.1982
H -0.5999 2.7654 -1.4421
H -0.9917 2.0334 0.0954
H 0.3882 1.1643 -2.2196
H -1.0251 0.0816 -2.1591
H 2.0738 -1.0276 0.1200
H 2.1301 0.4882 -0.8685
H -2.1106 -2.5800 0.8117
H -1.2915 -2.7925 -0.6983
H -0.9244 -0.3399 1.1788
H 1.5242 -0.5138 3.4975
H 2.5869 -0.1254 2.5090
O 2.3534 -0.0433 3.4436
*
```

Summary:
**ΔE to the lowest compared entry with this formula, charge and spin**: 221.2 kJ/mol
**HOMO**: -9.556 eV
**Total energy**: -310.97502 Eh
**E_LUMO**: 0.80 eV
**Structure (SMILES)**: C=CC(=C)CC.O

So, what does the Mulliken scheme give us? The charges, in e, come out as: atom 1 (C): -0.9418, atom 2 (C): -0.5994, atom 3 (C): 0.4848, atom 4 (C): -1.0725, atom 5 (C): -0.5860, atom 6 (C): -0.2694, atom 7 (H): 0.2865, atom 8 (H): 0.2953, atom 9 (H): 0.2908, atom 10 (H): 0.4047, atom 11 (H): 0.3007, atom 12 (H): 0.4449, atom 13 (H): 0.2423, atom 14 (H): 0.2869, atom 15 (H): 0.2549, atom 16 (H): 0.1805, atom 17 (H): 0.3173, atom 18 (H): 0.3295, atom 19 (O): -0.6500


Record 2
Entry from the OMol25 dataset: a single C6H12O molecule (the ωB97M-V functional and the def2-TZVPD basis).

The geometry in ORCA input format:
```
! RIJCOSX wB97M-V def2-TZVPD def2/J DEFGRID3
* xyz 0 1
C -1.5711 -2.4901 1.3009
C -1.5869 -1.2637 0.3869
O -0.4434 -1.1166 -0.4781
C 0.1817 0.0954 -0.0032
C 1.4462 0.7902 -0.4916
C 1.2950 2.3029 -0.4542
C 1.5902 1.6058 -1.7436
H -2.1235 -2.2575 2.2218
H -2.0429 -3.3678 0.8488
H -0.5462 -2.7467 1.5875
H -1.6136 -0.3867 1.0425
H -2.5186 -1.2265 -0.1940
H -0.6061 0.8496 -0.0801
H 0.4024 -0.1127 1.0488
H 2.3778 0.4431 -0.0506
H 0.2920 2.7003 -0.3193
H 2.0598 2.9149 0.0120
H 0.8118 1.5401 -2.4948
H 2.5956 1.7260 -2.1399
*
```

Summary:
**ΔE to the lowest compared entry with this formula, charge and spin**: 229.1 kJ/mol
**HOMO**: -9.611 eV
**Total energy**: -310.97202 Eh
**E_LUMO**: 1.16 eV
**Structure (SMILES)**: CCOCC1CC1

So, what does the Mulliken scheme give us? The charges, in e, come out as: atom 1 (C): -1.0772, atom 2 (C): -0.2720, atom 3 (O): -0.4404, atom 4 (C): -0.6289, atom 5 (C): 0.0195, atom 6 (C): -0.6412, atom 7 (C): -0.5202, atom 8 (H): 0.3048, atom 9 (H): 0.2975, atom 10 (H): 0.3059, atom 11 (H): 0.3356, atom 12 (H): 0.3789, atom 13 (H): 0.2576, atom 14 (H): 0.3467, atom 15 (H): 0.3544, atom 16 (H): 0.2465, atom 17 (H): 0.2554, atom 18 (H): 0.2337, atom 19 (H): 0.2434